1.
The following is a quantum chemistry calculation of a molecular structure, C49H49NO3PRuSSb, from OMol25.

## Properties
- Energy relative to the best compared isomer or geometry (same formula, charge and spin): 67.9 kJ/mol
- 2S+1: 5
- Highest occupied orbital energy (alpha / beta): -7.25 / -8.27 eV
- Frontier orbital gap (alpha / beta): 7.9250 / 7.5866 eV

Last column: Mulliken spin population.
Geometry (Å):
Ru1 -0.739 -0.270 -0.832  2.180
O1 1.626 -2.282 -2.701  -0.001
S1 1.845 -0.544 -2.839  0.016
O2 0.395 -0.171 -2.747  0.052
O3 2.544 -0.212 -1.597  0.010
C1 2.486 -2.948 -1.882  -0.036
C2 3.623 -3.546 -2.419  0.001
C3 4.467 -4.279 -1.607  0.001
C4 4.180 -4.426 -0.255  0.002
C5 3.051 -3.828 0.277  0.010
C6 2.203 -3.066 -0.524  0.036
P1 0.620 -2.393 0.095  0.104
C7 -0.355 -3.943 0.016  0.003
C8 -0.968 -4.223 -1.204  0.040
C9 -1.639 -5.421 -1.395  -0.007
C10 -1.705 -6.353 -0.370  0.000
C11 -1.078 -6.090 0.840  0.002
C12 -0.399 -4.896 1.030  -0.008
C13 0.944 -2.130 1.873  0.005
C14 2.181 -1.650 2.299  0.029
C15 2.408 -1.368 3.638  -0.002
C16 1.404 -1.571 4.572  0.008
C17 0.164 -2.037 4.157  -0.004
C18 -0.070 -2.302 2.816  0.044
H1 3.815 -3.429 -3.478  0.000
H2 5.349 -4.744 -2.028  0.000
H3 4.831 -5.011 0.382  0.000
H4 2.828 -3.959 1.329  0.001
H5 -0.904 -3.506 -2.012  0.010
H6 -2.111 -5.622 -2.349  -0.001
H7 -2.234 -7.286 -0.515  0.000
H8 -1.110 -6.820 1.639  0.000
H9 0.102 -4.718 1.973  0.002
H10 2.978 -1.510 1.581  0.002
H11 3.375 -0.992 3.949  0.000
H12 1.584 -1.360 5.618  0.000
H13 -0.628 -2.192 4.879  0.000
H14 -1.047 -2.651 2.507  0.009
C19 -0.639 2.817 -2.932  0.033
C20 -1.101 3.753 -1.849  0.023
C21 -1.998 4.770 -2.163  0.000
C22 -2.511 5.607 -1.184  -0.001
C23 -2.134 5.431 0.137  0.001
C24 -1.231 4.429 0.464  -0.005
C25 -0.697 3.598 -0.516  -0.013
Sb1 0.617 1.996 0.031  -0.057
C26 0.650 2.330 2.139  -0.014
C27 -0.002 1.353 2.888  -0.069
C28 -0.154 1.479 4.261  -0.002
C29 0.378 2.585 4.902  -0.001
C30 1.051 3.549 4.167  0.001
C31 1.195 3.451 2.785  0.002
C32 1.925 4.550 2.059  -0.001
C33 2.461 2.861 -0.606  0.000
C34 2.449 3.946 -1.475  0.001
C35 3.635 4.545 -1.875  0.000
C36 4.841 4.062 -1.395  -0.001
C37 4.854 2.986 -0.520  0.000
C38 3.675 2.371 -0.113  -0.009
C39 3.716 1.238 0.871  0.003
H15 -0.784 3.257 -3.919  0.000
H16 -1.203 1.880 -2.903  -0.008
H17 0.415 2.548 -2.841  -0.004
H18 -2.304 4.899 -3.195  0.000
H19 -3.210 6.388 -1.454  0.000
H20 -2.537 6.069 0.913  0.000
H21 -0.954 4.292 1.502  -0.001
H22 -0.400 0.472 2.396  0.128
H23 -0.680 0.716 4.820  0.001
H24 0.270 2.701 5.973  0.000
H25 1.467 4.412 4.674  0.000
H26 1.988 5.438 2.688  0.000
H27 1.425 4.828 1.131  0.000
H28 2.941 4.251 1.796  0.000
H29 1.510 4.350 -1.833  -0.001
H30 3.612 5.388 -2.554  0.000
H31 5.773 4.522 -1.698  0.000
H32 5.799 2.611 -0.142  0.000
H33 4.718 0.815 0.942  0.000
H34 3.046 0.440 0.553  0.014
H35 3.411 1.568 1.868  0.000
C40 -4.605 0.883 1.100  0.008
C41 -3.573 -0.048 0.466  -0.079
C42 -3.184 -1.157 1.440  0.141
C43 -2.353 0.758 0.028  0.221
H36 -5.501 0.335 1.404  0.000
H37 -4.906 1.668 0.405  -0.003
H38 -4.190 1.367 1.989  0.001
H39 -4.026 -0.513 -0.415  -0.002
H40 -2.670 -0.738 2.313  -0.006
H41 -2.517 -1.873 0.954  -0.022
H42 -4.058 -1.705 1.800  0.003
H43 -2.013 1.340 0.895  -0.055
H44 -2.633 1.495 -0.737  0.008
N1 -1.975 -1.364 -1.656  0.949
C44 -2.772 -1.651 -2.696  -0.176
C45 -3.825 -2.582 -2.545  0.249
C46 -4.640 -2.885 -3.617  -0.099
C47 -4.435 -2.280 -4.854  0.180
C48 -3.397 -1.367 -5.016  -0.096
C49 -2.566 -1.051 -3.960  0.214
H45 -3.972 -3.045 -1.577  0.001
H46 -5.446 -3.596 -3.491  -0.003
H47 -5.079 -2.523 -5.689  0.013
H48 -3.233 -0.903 -5.981  -0.003
H49 -1.735 -0.367 -4.073  0.028

=====

2.
The following is a quantum chemistry calculation of a molecular structure, C49H50ClN6O5OsS4 at a distorted geometry, from OMol25.

## Properties
- Energy relative to the best compared isomer or geometry (same formula, charge and spin): 0.0 kJ/mol
- 2S+1: 5
- Highest occupied orbital energy (alpha / beta): -15.15 / -15.28 eV
- Frontier orbital gap (alpha / beta): 8.4365 / 5.5848 eV
- Total charge: +3

Last column: Mulliken spin population.
Geometry (Å):
Os1 0.801 -0.654 0.173  2.922
N1 -0.081 0.857 -0.665  -0.079
S1 -1.524 1.274 -0.631  0.007
N2 -2.636 0.307 -1.291  -0.012
S2 -2.433 -0.704 -2.471  0.050
N3 -2.225 -2.213 -2.137  0.007
S3 -1.616 -2.685 -0.724  0.117
N4 -0.420 -2.048 -0.104  -0.077
C1 -1.268 -4.394 -1.065  0.025
C2 -2.159 -5.192 -1.789  0.000
C3 -1.831 -6.559 -1.927  0.002
C4 -0.731 -7.108 -1.280  0.001
C5 0.073 -6.322 -0.488  -0.001
C6 -0.209 -4.921 -0.346  0.003
C7 -2.916 -2.627 0.479  0.008
C8 -4.274 -2.394 0.138  0.003
C9 -5.248 -2.258 1.106  0.001
C10 -4.898 -2.500 2.425  0.001
C11 -3.576 -2.701 2.769  -0.005
C12 -2.556 -2.719 1.800  -0.017
C13 -1.181 -0.274 -3.621  0.013
C14 -0.138 -1.163 -3.853  -0.037
C15 0.670 -0.852 -4.959  0.003
C16 0.478 0.321 -5.694  0.000
C17 -0.497 1.235 -5.326  0.000
C18 -1.335 0.943 -4.274  0.002
C19 -3.966 -0.649 -3.362  0.004
C20 -5.033 0.052 -2.837  0.003
C21 -6.251 0.047 -3.472  0.000
C22 -6.390 -0.673 -4.617  0.000
C23 -5.311 -1.295 -5.227  0.000
C24 -4.056 -1.309 -4.581  0.000
C25 -2.207 1.498 0.977  0.057
C26 -3.226 0.673 1.484  -0.019
C27 -3.626 0.843 2.790  0.006
C28 -3.067 1.837 3.599  -0.001
C29 -2.099 2.655 3.075  0.006
C30 -1.613 2.487 1.781  -0.030
C31 -1.707 2.822 -1.342  -0.009
C32 -2.985 3.369 -1.555  -0.003
C33 -3.055 4.626 -2.114  0.000
C34 -1.882 5.365 -2.336  0.002
C35 -0.629 4.791 -2.091  0.002
C36 -0.538 3.493 -1.597  0.028
H1 -3.069 -4.824 -2.267  0.000
H2 -2.465 -7.231 -2.482  0.000
H3 -0.558 -8.157 -1.341  0.000
H4 0.778 -6.848 0.126  0.000
H5 0.354 -4.334 0.344  -0.015
H6 -4.569 -2.294 -0.918  0.002
H7 -6.245 -1.935 0.844  0.000
H8 -5.625 -2.463 3.202  0.000
H9 -3.380 -2.894 3.832  0.000
H10 -1.513 -2.790 2.099  -0.005
H11 0.001 -2.096 -3.265  -0.008
H12 1.469 -1.538 -5.202  0.000
H13 1.067 0.508 -6.577  0.000
H14 -0.648 2.198 -5.884  0.000
H15 -2.163 1.600 -3.996  0.002
H16 -4.937 0.603 -1.931  0.001
H17 -7.086 0.534 -2.952  0.000
H18 -7.363 -0.710 -5.138  0.000
H19 -5.417 -1.802 -6.209  0.000
H20 -3.206 -1.856 -5.002  -0.001
H21 -3.721 -0.074 0.854  0.003
H22 -4.429 0.258 3.191  0.001
H23 -3.356 2.006 4.656  0.000
H24 -1.716 3.419 3.747  0.000
H25 -0.858 3.211 1.416  -0.003
H26 -3.911 2.850 -1.276  0.000
H27 -3.976 5.111 -2.378  0.000
H28 -1.942 6.385 -2.716  0.000
H29 0.284 5.345 -2.302  0.000
H30 0.411 3.018 -1.446  -0.025
C37 4.100 6.985 2.121  0.001
C38 3.673 5.549 2.112  0.003
C39 3.177 4.891 3.217  0.002
C40 2.675 3.630 3.123  -0.001
C41 2.154 2.946 4.343  0.002
C42 2.689 2.977 1.832  -0.007
C43 2.077 1.713 1.669  0.024
O1 2.147 0.903 0.731  0.115
C44 3.296 3.608 0.710  -0.003
C45 3.524 2.882 -0.580  -0.001
C46 3.797 4.869 0.909  0.002
H31 4.840 7.131 1.362  0.000
H32 4.544 7.360 3.082  0.000
H33 3.268 7.610 1.901  0.000
H34 3.155 5.413 4.139  0.000
H35 2.100 3.635 5.182  0.000
H36 2.737 2.074 4.583  0.000
H37 1.147 2.589 4.176  0.000
H38 1.545 1.391 2.553  -0.044
H39 2.654 2.632 -1.170  -0.001
H40 4.009 1.942 -0.302  0.004
H41 4.213 3.393 -1.236  0.001
H42 4.319 5.370 0.093  0.000
C47 6.387 -2.438 4.255  -0.004
N5 6.544 -1.656 3.030  0.068
C48 6.349 -2.120 1.752  -0.056
S4 5.823 -1.082 0.506  0.957
N6 6.523 -3.398 1.435  0.044
C49 7.296 -4.469 2.153  -0.006
H43 5.820 -1.829 4.978  0.001
H44 7.340 -2.704 4.709  0.007
H45 5.810 -3.315 3.987  0.000
H46 6.680 -0.661 3.086  -0.006
H47 6.211 -3.585 0.503  -0.010
H48 8.322 -4.150 2.355  0.002
H49 7.309 -5.314 1.491  -0.001
H50 6.825 -4.777 3.101  0.004
O2 2.345 -0.743 2.963  -0.005
Cl1 2.417 -2.088 2.531  -0.006
O3 1.466 -2.952 3.165  0.004
O4 3.731 -2.574 2.552  -0.001
O5 2.125 -2.114 1.051  -0.027

=====

3.
The following is a quantum chemistry calculation of a molecular structure, C49H50N16PPbS3 at a distorted geometry, from OMol25.

## Properties
- Energy relative to the best compared isomer or geometry (same formula, charge and spin): 0.0 kJ/mol
- Highest occupied orbital energy (alpha / beta): -8.36 / -8.36 eV
- Frontier orbital gap (alpha / beta): 5.5971 / 5.5977 eV
- Total charge: +1

Last column: Mulliken charge in e.
Geometry (Å):
Pb1 -1.112 0.331 -0.066  1.952
C1 -4.839 -1.403 4.294  -0.840
N1 -4.180 -0.454 3.438  0.340
C2 -4.341 0.895 3.421  -1.031
C3 -3.446 1.378 2.506  -0.460
N2 -2.752 0.355 1.967  0.919
C4 -3.208 -0.742 2.533  -0.717
P1 -2.642 -2.452 2.305  -0.868
C5 -2.798 -2.593 0.496  -0.431
N3 -2.461 -1.747 -0.458  1.713
C6 -2.867 -2.290 -1.623  -1.009
C7 -3.472 -3.490 -1.378  -0.917
N4 -3.432 -3.672 -0.033  0.184
C8 -3.954 -4.804 0.680  -0.801
C9 -0.880 -2.076 2.526  -0.825
N5 -0.239 -0.986 2.163  0.812
C10 0.984 -1.064 2.721  -0.927
C11 1.087 -2.216 3.451  -1.079
N6 -0.105 -2.853 3.327  0.506
C12 -0.478 -4.116 3.901  -0.948
H1 -5.570 -0.890 4.916  0.348
H2 -5.342 -2.168 3.700  0.292
H3 -4.102 -1.887 4.939  0.325
H4 -5.058 1.409 4.028  0.504
H5 -3.260 2.390 2.213  0.267
H6 -2.702 -1.794 -2.554  0.553
H7 -3.914 -4.208 -2.035  0.592
H8 -4.438 -5.465 -0.037  0.354
H9 -3.151 -5.347 1.187  0.270
H10 -4.687 -4.481 1.424  0.304
H11 1.700 -0.282 2.589  0.636
H12 1.892 -2.609 4.032  0.785
H13 0.387 -4.563 4.388  0.370
H14 -1.266 -3.983 4.646  0.331
H15 -0.842 -4.792 3.125  0.348
S1 -0.982 2.057 -2.122  -0.531
C13 -2.135 3.146 -1.334  -0.291
N7 -1.901 4.424 -1.203  -0.596
N8 -0.793 4.882 -1.746  0.294
C14 -0.152 6.009 -1.311  0.361
C15 -0.678 6.812 -0.294  -0.364
C16 0.057 7.882 0.176  -0.523
C17 1.303 8.173 -0.361  -0.543
C18 1.805 7.400 -1.396  -0.718
C19 1.087 6.325 -1.873  -0.397
N9 -3.304 2.730 -0.871  -0.549
N10 -3.532 1.505 -0.606  1.031
C20 -4.874 1.235 -0.373  -0.487
C21 -5.866 2.208 -0.585  -0.703
C22 -7.200 1.902 -0.421  -0.690
C23 -7.583 0.623 -0.041  -0.658
C24 -6.614 -0.347 0.169  -0.755
C25 -5.274 -0.051 0.000  0.482
H16 -0.293 4.209 -2.344  0.214
H17 -1.646 6.569 0.114  0.473
H18 -0.338 8.488 0.978  0.434
H19 1.879 9.001 0.022  0.415
H20 2.766 7.629 -1.831  0.418
H21 1.472 5.721 -2.683  0.533
H22 -5.565 3.200 -0.886  0.427
H23 -7.952 2.656 -0.608  0.417
H24 -8.631 0.388 0.078  0.407
H25 -6.909 -1.349 0.452  0.457
H26 -4.520 -0.803 0.147  0.609
N11 1.450 3.913 1.334  0.091
C26 0.298 4.565 1.660  -1.361
C27 -0.714 3.678 1.421  -0.658
N12 -0.204 2.512 0.968  0.958
C28 1.104 2.668 0.908  -0.563
C29 2.016 1.650 0.486  -0.739
N13 1.643 0.477 0.023  1.710
C30 2.773 -0.232 -0.185  -0.346
C31 3.864 0.521 0.144  -1.783
N14 3.374 1.720 0.569  0.341
H27 2.373 4.315 1.356  0.254
H28 0.293 5.576 2.009  0.586
H29 -1.767 3.822 1.530  0.407
H30 2.746 -1.247 -0.520  0.137
H31 4.909 0.305 0.130  0.555
H32 3.931 2.496 0.883  0.239
S2 -0.020 -1.026 -2.631  -0.196
C32 1.346 -1.967 -2.564  0.028
N15 2.374 -1.763 -3.415  0.230
C33 3.538 -2.616 -3.365  -0.407
C34 3.079 -4.037 -3.072  -1.200
N16 2.363 -4.031 -1.819  0.211
C35 2.621 -5.044 -0.819  -1.842
C36 3.455 -4.503 0.322  0.854
C37 4.668 -3.868 0.086  -0.110
C38 5.414 -3.348 1.130  -0.832
C39 4.967 -3.475 2.433  -0.601
C40 3.780 -4.143 2.679  -0.697
C41 3.021 -4.637 1.633  -0.184
C42 1.455 -3.062 -1.592  -0.542
S3 0.492 -3.094 -0.247  0.418
C43 2.425 -0.611 -4.298  -2.210
C44 3.134 0.560 -3.657  0.841
C45 4.511 0.558 -3.461  -0.114
C46 5.135 1.636 -2.856  -0.986
C47 4.390 2.732 -2.453  -0.537
C48 3.022 2.748 -2.665  -0.068
C49 2.396 1.668 -3.261  -0.575
H33 4.232 -2.275 -2.585  0.198
H34 4.048 -2.573 -4.329  0.596
H35 3.930 -4.715 -3.012  0.502
H36 2.416 -4.374 -3.879  0.399
H37 3.124 -5.883 -1.304  0.676
H38 1.666 -5.394 -0.420  0.543
H39 5.049 -3.786 -0.921  0.399
H40 6.354 -2.855 0.927  0.456
H41 5.544 -3.072 3.252  0.447
H42 3.446 -4.287 3.697  0.623
H43 2.093 -5.149 1.835  0.291
H44 1.398 -0.325 -4.536  0.691
H45 2.939 -0.914 -5.215  0.645
H46 5.111 -0.275 -3.801  0.485
H47 6.207 1.630 -2.718  0.458
H48 4.879 3.576 -1.988  0.537
H49 2.435 3.609 -2.379  0.170
H50 1.330 1.687 -3.425  0.554